Record 1
The following is a DFT calculation (the ωB97M-V functional and the def2-TZVPD basis) of a structure of composition C41H57ClF5GeMnN2O6Si3Te2.

Each line ends with the Mulliken charge.
Atoms and positions in Å:
Te: -3.91712 5.37828 1.73693  0.2546
Te: 3.00104 0.79147 0.28191  0.1540
Ge: -3.50125 -2.85046 -1.76371  -0.4675
Mn: -0.19642 -1.63362 0.18391  0.6202
Cl: 1.59428 -3.75273 -0.54929  1.7476
Si: -5.50510 -2.14904 -0.60300  0.5903
Si: -3.21801 -2.03433 -4.10996  0.7021
Si: -3.41601 -5.28415 -1.64502  0.8660
F: -2.16903 -3.35153 1.97293  -0.2141
F: -3.42691 -2.98184 4.46557  -0.3648
F: 0.05642 0.79412 2.25520  -0.2534
F: -2.97564 -0.51444 5.66175  -0.3522
F: -1.18732 1.31534 4.67915  -0.3313
O: 2.50141 1.11412 -1.81303  -0.5389
O: 1.47783 -5.18474 -0.51157  -0.6740
O: 2.94641 -3.32193 -0.55392  -0.7249
O: 0.95645 -3.24596 0.69773  -0.8151
O: 0.78533 -3.09767 -1.63230  -0.5192
O: -1.89983 -0.85982 -0.95573  -0.7972
N: 0.92810 0.02356 -0.69104  -0.2820
N: -1.98219 -2.09694 -0.77031  0.4240
C: 3.14968 4.67832 2.21505  -0.4158
C: -1.60381 -5.82661 -1.58212  -1.0115
C: -1.35614 0.10338 4.07189  -0.2679
C: 3.78245 5.59154 1.33686  0.3932
C: 4.44732 3.21438 -1.53723  -1.4100
C: -1.45253 -2.60414 -4.54573  -0.7172
C: 2.34023 2.55512 3.07184  -1.6987
C: 3.78872 3.74827 -0.26243  0.8344
C: -5.40519 -0.29495 -0.55252  -1.0096
C: -4.36903 -6.09281 -3.09144  -1.2830
C: -3.45035 -0.16310 -4.35882  -1.1576
C: -2.01848 7.95121 5.41187  -0.3110
C: 4.24671 7.00794 1.71979  -1.2522
C: 7.32654 -0.19300 0.95376  -0.5440
C: 4.08449 5.04185 0.06952  -0.5396
C: 1.32558 0.39625 -1.85994  0.6486
C: -1.87242 -2.26575 2.70293  1.0949
C: -2.54245 -2.05672 3.92894  -0.3174
C: -2.55435 7.75574 3.05912  -0.3435
C: -3.02962 5.90531 4.58359  -0.3593
C: -0.80447 -0.13948 2.82184  0.5840
C: 7.81490 -0.66649 -0.28283  0.8031
C: -7.05074 -2.69384 -1.46913  -1.0154
C: 3.22749 2.87803 0.71547  0.1268
C: 6.03212 0.15456 1.07452  0.8851
C: -5.51604 -2.95808 1.09894  -0.7364
C: -4.32105 -6.20367 -0.31780  -1.2469
C: 5.10431 0.04099 0.00546  -0.2784
C: -0.97589 -1.37632 2.13678  -0.3939
C: 4.49649 -1.08231 -2.28636  -1.0895
C: 5.51614 -0.64941 -1.16865  1.0225
C: -2.48843 6.64205 5.62882  -0.4331
C: 2.83233 3.40622 1.95083  1.0920
C: 5.54613 0.62432 2.43409  -1.5520
C: -2.27975 -0.83901 4.56609  0.7012
C: -1.94320 8.42196 4.10445  -0.4602
C: -4.59224 -2.81220 -5.08261  -1.1963
C: 0.79316 0.07612 -3.24117  -0.7468
C: 9.28071 -0.96172 -0.41561  -1.4555
C: -3.10071 6.46291 3.28397  -0.1110
C: 6.88124 -0.93977 -1.28900  -1.0028
H: -1.77165 8.61599 6.24899  0.3434
H: -7.97663 -2.41950 -0.88113  0.3459
H: -5.09154 0.05203 -1.54522  0.1869
H: 3.37946 7.61847 2.17247  0.3133
H: 2.87038 2.75511 4.00507  0.3973
H: -2.88612 0.41678 -3.57702  0.2289
H: -4.50664 -2.64759 -6.15982  0.4194
H: -2.36832 6.17209 6.61189  0.3346
H: 7.92076 0.05507 1.87188  0.2555
H: 5.71846 1.70910 2.59418  0.2825
H: -1.09758 -3.30668 -3.78725  -0.0099
H: -6.53939 -2.93718 1.44786  0.4247
H: -5.39275 -5.71147 -2.97933  0.2498
H: 3.73122 3.14252 -2.34939  0.2332
H: 4.44863 7.48214 0.74721  0.3486
H: -3.86624 -6.27571 0.70525  0.3733
H: -4.67185 0.10309 0.17116  0.2430
H: -6.40609 0.15101 -0.38553  0.3610
H: 4.48755 0.44229 2.60132  0.0745
H: 9.71233 -0.19611 -1.13941  0.2630
H: -3.24775 4.84617 4.69656  0.3939
H: 5.20794 3.90488 -1.84007  0.4698
H: -4.54702 0.14141 -4.21031  0.2532
H: -5.57800 -2.41159 -4.93925  0.3326
H: 6.11711 -0.02379 3.12096  0.5498
H: -5.27729 -5.71062 -0.04977  0.3000
H: -4.31938 -7.17505 -2.90578  0.4331
H: 5.18002 6.99016 2.33501  0.2702
H: 7.27216 -1.21600 -2.24354  0.4314
H: 9.72305 -0.88367 0.55296  0.3790
H: 1.42201 -0.72449 -3.63972  0.3834
H: 9.46432 -1.97606 -0.82951  0.3399
H: 3.05332 5.05220 3.27217  0.2980
H: -1.58812 -3.07124 -5.56273  0.3976
H: -7.06942 -2.40165 -2.53941  0.2436
H: -0.72221 -1.76420 -4.58618  0.1569
H: 0.97275 1.02861 -3.80023  0.2885
H: -1.10105 -5.45125 -2.51467  0.2467
H: -2.70692 8.13377 2.06519  0.3803
H: -0.97116 -5.59497 -0.72811  0.1866
H: -3.16744 0.07196 -5.37572  0.4722
H: -4.58080 -7.24664 -0.66312  0.3080
H: -4.62604 -3.88027 -4.87489  0.1810
H: -3.96399 -5.81635 -4.06496  0.2712
H: 5.02066 -1.24470 -3.25686  0.3961
H: -0.23243 -0.23871 -3.11186  -0.1667
H: 3.72788 -0.35482 -2.49178  0.1639
H: 3.96833 -1.95374 -1.89190  0.1916
H: -4.85111 -2.31450 1.74411  -0.0213
H: 1.33704 2.92004 3.36245  0.4729
H: -6.98896 -3.78796 -1.52728  0.2265
H: 4.86471 2.23885 -1.37139  0.1449
H: -1.61553 9.46354 3.90749  0.3119
H: 2.28111 1.43774 2.96012  0.1499
H: -5.10083 -3.93559 1.12960  0.1435
H: -1.72367 -6.90881 -1.72530  0.3668
H: 4.53046 5.74109 -0.71472  0.1303

- Multiplicity: 6
- Expectation value of S²: 9.210
- Molecular weight: 1271.4 Da
- E_HOMO (spin up / spin down): -3.712 / -3.711 eV
- Net charge: -1

Record 2
The following is a DFT calculation (the ωB97M-V functional and the def2-TZVPD basis) of a structure of composition C41H57ClN7O4Re.

Each line ends with the Mulliken charge.
Atoms and positions in Å:
Re: 0.21082 0.13348 0.33080  1.1260
Cl: -0.64537 2.93684 -1.07189  1.8719
O: -0.68703 3.37796 -2.42015  -0.7221
O: -0.11794 3.94283 -0.21981  -0.5913
O: 0.33996 1.76397 -1.06889  -0.8827
O: -1.90656 2.44309 -0.61746  -0.6558
N: 2.12739 0.91675 0.54680  -0.4799
N: 1.26818 -1.50492 -0.49606  -0.0328
N: -1.16069 -0.48092 -1.12146  0.2492
N: -3.02836 -0.76734 -2.42931  0.1431
N: -0.81372 -1.29528 1.40488  -0.3703
N: -1.22326 0.39191 -3.31531  0.6287
N: -0.25929 1.38200 1.90521  -0.3370
C: 0.30761 -4.95868 -3.11467  -1.0545
C: -2.61250 -2.22351 2.53328  0.9865
C: -3.43823 -1.41998 -3.66757  -1.2318
C: 6.56698 0.91848 -0.27097  -1.1898
C: 4.35529 3.89862 1.06260  -1.3056
C: 1.62322 2.89398 1.91921  -0.5480
C: 0.34757 2.55768 2.28343  0.0844
C: 2.40485 -1.45808 -1.24125  -0.2428
C: 0.81812 -2.79669 -0.61347  0.5407
C: -1.77465 -0.25802 -2.27536  0.2590
C: 3.72690 2.60064 0.66645  0.7331
C: 5.47682 1.72481 -0.98275  -1.2966
C: 3.87096 5.04983 0.17435  -1.0519
C: -0.44280 5.77519 2.69161  -0.9321
C: 3.29614 -0.40018 -1.18105  -0.4972
C: -2.01834 1.13693 -4.28551  -1.1963
C: 3.73372 -2.93571 -2.91525  -1.1200
C: 3.18804 0.66067 -0.32297  0.0962
C: -2.17576 0.20196 2.80624  -0.7429
C: 4.18070 1.69795 -0.23768  0.7247
C: -1.59883 2.55364 3.39736  0.5151
C: 2.62294 -2.69107 -1.94432  0.8824
C: 3.52534 -2.19353 -4.23843  -1.0561
C: -3.97918 3.32213 3.32584  -1.0791
C: 1.63405 -3.53901 -1.53618  0.5160
C: 2.43956 2.13544 1.10529  0.1987
C: -5.08706 -1.79422 2.63724  -1.0714
C: -0.16577 4.66772 3.71336  -1.1336
C: 1.35386 -4.93315 -1.99617  -1.3053
C: -1.41296 1.32741 2.66216  0.4442
C: -0.19392 -3.32747 0.15723  -0.4506
C: -1.86575 -1.03701 2.26487  -0.0891
C: -2.41001 -4.67782 1.79502  -1.3963
C: -2.02657 -3.23195 1.82137  0.4927
C: 0.20506 0.34395 -3.56969  -1.0462
C: -1.55373 -5.51658 2.74816  -1.2775
C: -0.93462 -2.65267 1.10490  0.0215
C: -3.78313 -1.17160 -1.25549  -1.2930
C: -3.84381 -2.29179 3.38123  -1.3469
C: -2.80989 2.87554 4.20952  -1.1125
C: -0.49153 3.31093 3.17880  0.7721
H: -4.23074 2.55484 2.59232  0.2461
H: -3.04094 0.25789 3.45167  0.4876
H: -3.64318 -0.45081 -0.45118  0.2764
H: -4.92935 -0.79426 2.22958  0.2250
H: -0.74973 4.84512 4.61726  0.4008
H: -3.99914 -3.32324 3.69982  0.4742
H: -3.51627 -2.49842 -3.50376  0.3632
H: -5.95154 -1.75745 3.29929  0.4155
H: 2.01494 3.83517 2.27650  0.3702
H: 2.78211 5.11996 0.18445  0.1962
H: 4.13475 4.11832 2.10880  0.5091
H: 2.61029 -2.52937 -4.72847  0.2475
H: -0.49535 -5.43669 2.49690  0.2937
H: 4.18000 -0.44899 -1.80157  0.4939
H: 3.81295 -4.00624 -3.10749  0.3189
H: 0.58943 1.35011 -3.74707  0.3014
H: -3.69937 -1.71351 4.29627  0.5250
H: -1.52058 -1.34633 -0.73456  -0.3893
H: -0.15554 6.74640 3.09354  0.4314
H: 0.39029 -0.27475 -4.45328  0.5075
H: 0.07804 -5.98063 -3.41456  0.4249
H: 4.35751 -2.36936 -4.91927  0.4421
H: -5.32786 -2.45821 1.80542  0.2824
H: -3.72335 4.22815 2.77674  0.2653
H: 5.79739 2.76198 -1.09108  0.4283
H: 6.26140 -0.11999 -0.13568  0.2800
H: -0.41648 -4.37793 0.02469  0.3202
H: 2.27819 -5.39273 -2.34761  0.4575
H: 4.17720 4.89295 -0.86035  0.3188
H: 0.72324 -0.08373 -2.71788  0.1174
H: -0.61863 -4.48186 -2.78782  0.2120
H: 6.77018 1.33333 0.71657  0.3363
H: -2.56613 3.66148 4.92499  0.3757
H: -3.10493 2.00465 4.79971  0.4167
H: -1.83847 0.75795 -5.29510  0.3896
H: -1.73992 2.18415 -4.24741  0.2762
H: 5.44039 3.80563 0.99599  0.4395
H: 7.49462 0.92956 -0.84211  0.4162
H: 0.88308 4.69961 4.01778  0.4027
H: 4.68541 -2.63533 -2.46895  0.3917
H: 0.66783 -4.41872 -3.99119  0.2541
H: -1.50278 5.81079 2.43910  0.2382
H: 3.43882 -1.11726 -4.07962  0.2437
H: -4.84086 -1.20014 -1.51318  0.4074
H: -4.86409 3.52493 3.92816  0.4262
H: -2.32410 -5.07060 0.77923  0.4148
H: -1.83746 -6.56742 2.70371  0.4271
H: 5.33562 1.34489 -1.99666  0.4464
H: 1.01002 -5.54429 -1.15884  0.4193
H: -3.46207 -4.77203 2.06766  0.4960
H: 0.10468 5.60497 1.76554  0.1359
H: -1.67513 -5.17330 3.77583  0.3340
H: -4.41038 -1.04791 -3.99314  0.3380
H: 4.28266 6.00083 0.51075  0.4104
H: -3.07456 1.04434 -4.05652  0.3970
H: -2.71228 -1.24269 -4.45193  0.3991
H: -3.49268 -2.16896 -0.90010  0.3779

- Multiplicity: 2
- Energy above the lowest of the compared OMol25 structures with the same formula, charge and spin: 0.0 kJ/mol
- Expectation value of S²: 0.772
- Molecular weight: 933.6 Da
- E_HOMO (spin up / spin down): -9.582 / -9.517 eV
- Net charge: +1